{"formula": "C30H43BrN2P2PdS", "method": "ωB97M-V with the def2-TZVPD basis set", "largest_force_ev_per_a": 5.16, "gap_ha": [0.2865, 0.1987], "de_lowest_kcal_mol": 77.7, "multiplicity": 5, "total_charge": 4, "species": ["C", "C", "C", "C", "N", "C", "C", "C", "C", "C", "C", "C", "C", "C", "Pd", "P", "H", "H", "H", "H", "H", "H", "H", "H", "C", "C", "H", "H", "H", "H", "H", "C", "C", "H", "H", "H", "H", "H", "C", "C", "H", "H", "H", "H", "H", "Br", "P", "C", "C", "H", "H", "H", "H", "H", "C", "C", "H", "H", "H", "H", "H", "C", "C", "H", "H", "H", "H", "H", "S", "C", "N", "C", "C", "C", "C", "H", "H", "H", "H", "H"], "coordinates": [[-0.743, 7.072, -4.160], [-0.932, 5.714, -4.597], [-1.225, 5.527, -5.963], [-1.447, 6.648, -6.812], [-1.346, 7.912, -6.358], [-0.981, 8.138, -5.072], [-0.807, 4.545, -3.738], [-0.900, 3.598, -2.980], [-1.064, 2.900, -1.809], [0.059, 2.820, -0.989], [-0.130, 2.113, 0.175], [-1.391, 1.538, 0.492], [-2.566, 1.982, -0.172], [-2.377, 2.461, -1.461], [-0.370, -0.999, -0.304], [1.939, -1.265, 0.901], [-1.350, 4.515, -6.371], [-0.480, 7.323, -3.130], [-1.754, 6.528, -7.891], [-0.921, 9.216, -4.772], [-3.215, 2.673, -2.112], [1.050, 3.301, -1.272], [-3.544, 1.901, 0.282], [0.633, 2.042, 0.912], [2.118, -2.780, 1.970], [3.051, -3.940, 1.550], [1.087, -3.152, 2.067], [2.413, -2.400, 2.965], [3.086, -4.691, 2.362], [2.662, -4.459, 0.652], [4.097, -3.628, 1.366], [2.491, -1.477, -0.895], [3.315, -0.327, -1.520], [1.495, -1.471, -1.435], [2.852, -2.493, -1.126], [3.362, -0.456, -2.623], [2.782, 0.616, -1.276], [4.339, -0.256, -1.107], [3.355, -0.233, 1.531], [4.748, -0.931, 1.577], [3.085, 0.102, 2.556], [3.434, 0.664, 0.883], [5.546, -0.207, 1.820], [4.816, -1.715, 2.348], [5.048, -1.373, 0.611], [-1.995, 1.191, 2.287], [-2.033, -2.711, -0.799], [-0.347, -3.395, -0.914], [-0.121, -4.785, -1.509], [0.101, -3.314, 0.102], [0.161, -2.689, -1.601], [0.935, -4.933, -1.744], [-0.402, -5.593, -0.822], [-0.669, -4.947, -2.436], [-2.556, -2.673, 0.980], [-4.030, -3.040, 1.200], [-2.280, -1.724, 1.487], [-1.976, -3.501, 1.408], [-4.290, -3.024, 2.257], [-4.737, -2.379, 0.676], [-4.278, -4.048, 0.868], [-2.254, -1.188, -1.795], [-2.660, -1.279, -3.278], [-1.302, -0.601, -1.691], [-3.023, -0.617, -1.277], [-2.947, -0.293, -3.659], [-1.863, -1.648, -3.940], [-3.513, -1.934, -3.461], [0.560, 0.254, 2.972], [0.333, -0.100, 4.609], [-0.951, -0.406, 5.039], [-1.193, -0.851, 6.309], [-0.211, -0.757, 7.262], [1.052, -0.285, 6.906], [1.332, 0.052, 5.586], [-1.696, -0.174, 4.345], [-2.136, -1.359, 6.414], [-0.443, -1.070, 8.257], [1.814, -0.174, 7.652], [2.298, 0.393, 5.231]], "forces_ev_per_a": [[-0.67, -0.44, -1.11], [0.52, 0.92, -0.67], [-0.38, 0.85, -0.01], [-0.56, 0.50, -1.71], [1.00, -3.95, 3.17], [-0.18, 1.46, -0.18], [-0.36, 0.09, 0.15], [0.09, 3.04, -2.72], [-0.75, -1.19, 0.58], [0.55, -0.24, -0.04], [-0.53, -1.03, 0.83], [-1.21, 2.20, 0.27], [1.19, -1.02, -1.47], [0.91, 0.57, 0.85], [2.18, 1.50, 2.16], [1.72, -0.44, -1.31], [0.04, 0.66, -0.02], [-0.08, 0.01, -0.42], [0.43, 0.02, 1.22], [0.08, -1.10, -0.13], [0.05, 0.14, -0.04], [-1.56, -0.74, 0.46], [-0.05, -0.28, -0.21], [0.69, -0.10, 0.38], [-0.48, -0.24, -0.08], [0.14, -0.13, -0.27], [0.27, -0.09, 0.24], [-0.16, 0.01, -0.40], [-0.13, 0.43, -0.36], [0.28, 0.29, 0.38], [-0.69, -0.09, 0.01], [-1.09, -0.49, -0.53], [-0.16, 0.06, 0.37], [1.07, 0.14, 0.11], [0.25, 0.34, 0.33], [0.01, 0.12, 0.77], [0.42, -0.30, -0.40], [-0.58, -0.10, -0.36], [0.12, 0.82, 0.39], [0.08, -0.39, -0.12], [0.26, -0.06, -0.65], [-0.19, -0.38, 0.51], [-0.59, -0.02, -0.05], [-0.20, 0.30, -0.32], [-0.29, 0.10, 0.39], [0.27, -0.03, 0.48], [-0.70, -0.85, 0.47], [0.37, -0.16, -0.37], [-0.03, -0.88, 0.10], [-0.19, -0.26, -0.46], [-0.02, -0.41, 0.03], [-0.03, 0.15, 0.09], [-0.04, 0.31, -0.06], [-0.08, 0.19, -0.01], [-0.34, -0.34, 0.02], [-0.80, 0.25, -0.33], [-0.07, -0.40, -0.37], [0.25, 0.32, -0.04], [0.18, 0.19, 0.05], [0.32, -0.01, 0.21], [0.31, -0.05, -0.15], [-1.10, -0.20, -0.03], [0.53, -0.24, -0.73], [-0.34, 0.81, -1.25], [-0.06, -0.01, 0.20], [0.14, -0.08, 0.29], [-0.07, 0.10, 0.39], [-0.02, -0.01, 0.41], [0.42, 0.16, -0.51], [-1.46, 0.81, 2.21], [1.12, -0.01, -0.59], [0.13, 0.31, -1.10], [-0.10, -0.23, -0.43], [-0.18, 0.26, -0.48], [-0.38, -0.57, -0.69], [0.61, -1.06, 1.11], [-0.40, 0.42, 0.51], [0.04, -0.18, 0.43], [0.25, 0.04, 0.28], [0.01, -0.04, 0.37]], "lowdin_charge": [0.06, -0.15, 0.04, 0.01, 0.30, 0.01, 0.12, 0.05, -0.23, 0.00, -0.12, -0.62, -0.14, 0.02, 0.45, 0.90, 0.15, 0.14, 0.18, 0.17, 0.14, 0.17, 0.11, 0.07, -0.39, -0.11, 0.06, 0.08, 0.10, 0.07, 0.08, -0.38, -0.12, 0.02, 0.10, 0.10, 0.07, 0.08, -0.40, -0.10, 0.04, 0.08, 0.10, 0.08, 0.08, 0.90, 1.12, -0.43, -0.09, 0.06, 0.06, 0.09, 0.10, 0.09, -0.36, -0.13, 0.05, 0.09, 0.09, 0.09, 0.09, -0.40, -0.09, 0.03, 0.08, 0.09, 0.09, 0.09, 0.75, -0.63, 0.06, 0.01, 0.02, 0.04, -0.03, 0.08, 0.15, 0.14, 0.14, 0.12]}